No. 1
Computed, not measured: a molecular structure, CHF3FeO2S at a distorted geometry, with the ωB97M-V functional and the def2-TZVPD basis.

- Total charge: +1
- E_tot: -58511.576 eV
- Multiplicity: 6
- E_HOMO (spin up / spin down): -0.559 / -0.601 Eh
- Gap between HOMO and LUMO (spin up / spin down): 8.23 / 8.78 eV

```
9
CHF3FeO2S | the Open Molecules 2025 dataset | the ωB97M-V functional and the def2-TZVPD basis
S 0.5643 1.1632 -1.0242
O 1.3137 1.8730 0.2401
O 1.7122 0.0225 -1.3207
Fe 2.8739 0.8224 -0.0497
C -1.1226 -0.6542 0.3331
F -1.9414 -0.4744 -0.7142
F -1.3442 0.3028 1.2423
H -0.1697 -1.1933 0.2498
F -1.8861 -1.8619 1.0436
```



No. 2
Computed, not measured: 2 unconnected molecules or ions with the total composition C2H3NO3PS at a distorted geometry, with the ωB97M-V functional and the def2-TZVPD basis.

- Total charge: -1
- E_tot: -29879.835 eV
- E_HOMO: -0.166 Eh
- Gap between HOMO and LUMO: 6.85 eV

```
11
C2H3NO3PS | the Open Molecules 2025 dataset | the ωB97M-V functional and the def2-TZVPD basis
P 1.5748 0.1315 -0.1460
N 1.2297 -1.0734 -1.4119
C 2.1450 -1.1388 -2.2941
S 3.4554 -1.0562 -3.3105
H 1.3835 -0.5623 1.1013
H 0.5266 1.1167 -0.1603
C -1.9996 0.8090 1.5183
O -0.9244 0.1540 1.6484
O -2.8112 0.2509 0.5735
O -2.4056 1.8341 2.0936
H -2.1741 -0.4653 0.3876
```